1.
{
  "formula": "C3H11NO3",
  "method": "wB97M-V/def2-TZVPD",
  "homo_ev": -9.58,
  "spin_multiplicity": 1,
  "smiles": "CN(C)C=O.O.O",
  "orbital_gap_ev": 10.25,
  "mol_weight_g_mol": 109.125,
  "species": ["C", "N", "C", "C", "O", "H", "H", "H", "H", "H", "H", "H", "H", "H", "O", "H", "H", "O"],
  "coordinates": [[-0.420, -0.658, 1.294], [-0.516, -0.996, -0.006], [-1.199, -0.129, -0.940], [0.133, -2.254, -0.393], [-0.746, 0.404, 1.799], [-0.217, -1.553, 1.905], [-0.514, 0.621, -1.362], [-1.607, -0.663, -1.790], [-1.907, 0.481, -0.383], [0.280, -2.424, -1.449], [1.123, -2.288, 0.066], [-0.395, -3.069, 0.115], [2.425, 0.858, -0.389], [1.263, 1.813, -0.600], [1.880, 1.247, -1.090], [-0.127, 3.549, 0.835], [-0.016, 2.164, 1.346], [0.562, 2.898, 1.042]],
  "forces_ev_per_angstrom": [[-1.127, -0.574, -0.113], [0.309, -0.102, -0.253], [0.993, 1.203, -0.141], [0.174, -0.156, 1.426], [0.178, 0.284, -0.169], [0.641, 0.231, 0.199], [0.099, -0.318, -0.030], [-0.353, -0.298, 0.229], [-0.469, -0.384, -0.086], [-0.460, 0.267, -0.221], [0.140, 0.147, -0.251], [-0.155, -0.212, -0.644], [-0.154, 0.210, -0.294], [0.199, 0.184, 0.138], [0.067, -0.284, 0.268], [0.531, 0.152, -0.049], [0.585, -0.094, 0.079], [-1.199, -0.254, -0.087]]
}



2.
{
  "formula": "C30H27BrCl2CrN5O5",
  "method": "wB97M-V/def2-TZVPD",
  "homo_ev": [-8.05, -8.11],
  "spin_multiplicity": 2,
  "orbital_gap_ev": [7.16, 7.32],
  "s2": 0.770,
  "mol_weight_g_mol": 740.382,
  "species": ["Cr", "O", "C", "C", "C", "C", "C", "C", "C", "O", "N", "N", "C", "C", "Br", "C", "C", "C", "C", "C", "C", "C", "H", "H", "H", "H", "H", "H", "H", "H", "H", "H", "H", "H", "H", "H", "Cl", "C", "C", "C", "Cl", "C", "C", "C", "C", "N", "C", "C", "O", "H", "H", "H", "H", "O", "N", "O", "C", "C", "C", "C", "C", "N", "H", "H", "H", "H", "H", "H", "H", "H", "H"],
  "coordinates": [[0.892, -0.505, -0.238], [-0.547, -0.173, -3.941], [-1.904, -0.057, -3.850], [-2.596, 0.353, -4.981], [-3.973, 0.501, -4.936], [-4.666, 0.249, -3.761], [-3.968, -0.176, -2.637], [-2.591, -0.348, -2.661], [-1.836, -0.917, -1.465], [-0.648, -0.224, -1.298], [-2.654, -0.915, -0.223], [-2.400, -0.072, 0.800], [-2.006, 1.116, 0.526], [-1.381, 1.898, 1.597], [0.540, 1.953, 1.204], [-1.768, 2.488, 2.716], [-3.147, 2.639, 3.223], [-4.196, 1.781, 2.897], [-5.466, 2.012, 3.406], [-5.706, 3.087, 4.251], [-4.662, 3.934, 4.595], [-3.393, 3.706, 4.088], [-0.232, -0.155, -3.012], [-2.034, 0.562, -5.883], [-4.506, 0.825, -5.821], [-5.739, 0.378, -3.717], [-4.496, -0.382, -1.715], [-1.649, -1.984, -1.642], [-2.778, -1.845, 0.142], [-1.877, 1.484, -0.484], [-1.002, 2.967, 3.315], [-4.010, 0.924, 2.266], [-6.273, 1.337, 3.148], [-6.698, 3.257, 4.649], [-4.834, 4.771, 5.260], [-2.578, 4.369, 4.356], [-1.296, -3.735, 2.801], [0.318, -3.118, 2.891], [1.189, -3.601, 3.891], [2.462, -3.131, 4.010], [3.500, -3.749, 5.261], [2.945, -2.141, 3.119], [4.228, -1.552, 3.144], [4.550, -0.591, 2.228], [3.604, -0.215, 1.256], [2.410, -0.754, 1.198], [2.063, -1.695, 2.127], [0.724, -2.157, 1.997], [-0.016, -1.628, 1.051], [0.829, -4.357, 4.575], [4.941, -1.864, 3.895], [5.520, -0.116, 2.234], [3.830, 0.537, 0.508], [2.849, -1.715, -2.552], [2.071, -2.622, -1.976], [1.308, -2.241, -1.126], [3.834, 1.864, -2.975], [3.840, 0.355, -3.199], [3.431, 0.040, -4.645], [5.233, -0.217, -2.901], [2.836, -0.259, -2.247], [2.119, 0.279, -1.401], [4.591, 2.322, -3.614], [4.054, 2.117, -1.937], [2.863, 2.295, -3.220], [4.112, 0.549, -5.329], [2.417, 0.388, -4.850], [3.475, -1.027, -4.854], [5.973, 0.306, -3.509], [5.292, -1.280, -3.134], [5.504, -0.079, -1.851]],
  "forces_ev_per_angstrom": [[-0.737, -0.168, 0.087], [-0.039, -0.007, 0.212], [0.071, -0.033, 0.061], [-0.073, 0.024, 0.009], [0.002, 0.000, -0.018], [0.051, -0.003, 0.010], [-0.021, 0.013, -0.005], [-0.063, 0.027, -0.070], [0.072, 0.136, 0.088], [0.142, 0.191, 0.189], [-0.203, -0.108, -0.063], [0.041, 0.178, -0.184], [-0.042, -0.121, 0.160], [0.083, -0.152, -0.085], [-0.111, -0.101, -0.095], [-0.174, 0.101, 0.061], [0.117, -0.007, -0.031], [-0.024, -0.015, 0.001], [0.035, 0.000, -0.008], [0.024, -0.006, -0.007], [0.017, -0.016, -0.017], [-0.036, 0.056, 0.030], [0.031, -0.005, -0.099], [-0.001, -0.002, 0.014], [0.011, 0.000, 0.003], [0.005, -0.002, 0.001], [0.010, -0.015, -0.002], [0.007, -0.087, -0.059], [0.146, 0.037, 0.135], [-0.034, 0.053, -0.070], [-0.019, -0.005, 0.022], [-0.011, 0.003, 0.005], [0.003, 0.001, 0.001], [0.004, -0.004, -0.010], [0.000, -0.009, -0.005], [-0.012, -0.008, 0.005], [0.091, 0.027, 0.008], [-0.087, -0.192, 0.240], [-0.174, -0.054, -0.043], [0.112, 0.039, 0.001], [-0.034, 0.043, -0.061], [0.088, -0.028, 0.102], [0.025, -0.067, 0.078], [-0.045, 0.080, -0.094], [0.141, -0.005, 0.043], [0.068, -0.167, 0.142], [-0.020, 0.224, -0.219], [-0.207, 0.243, -0.247], [0.459, -0.059, -0.034], [-0.016, 0.010, -0.016], [-0.016, 0.001, -0.002], [-0.007, -0.005, -0.003], [0.008, -0.021, 0.004], [-0.081, -0.062, 0.158], [0.181, 0.295, -0.007], [-0.168, -0.173, -0.038], [0.007, 0.059, -0.009], [-0.002, -0.032, -0.031], [0.002, 0.048, -0.034], [0.020, 0.006, 0.013], [-0.140, 0.036, -0.127], [0.544, -0.187, -0.115], [-0.020, 0.009, 0.001], [0.029, -0.019, -0.007], [-0.001, -0.019, 0.006], [-0.004, 0.006, 0.016], [0.014, 0.002, 0.014], [0.011, -0.006, 0.015], [-0.013, -0.011, -0.004], [-0.023, 0.009, 0.009], [-0.015, 0.025, -0.027]]
}



Repeat the first record exactly.
{
  "formula": "C3H11NO3",
  "method": "wB97M-V/def2-TZVPD",
  "homo_ev": -9.58,
  "spin_multiplicity": 1,
  "smiles": "CN(C)C=O.O.O",
  "orbital_gap_ev": 10.25,
  "mol_weight_g_mol": 109.125,
  "species": ["C", "N", "C", "C", "O", "H", "H", "H", "H", "H", "H", "H", "H", "H", "O", "H", "H", "O"],
  "coordinates": [[-0.420, -0.658, 1.294], [-0.516, -0.996, -0.006], [-1.199, -0.129, -0.940], [0.133, -2.254, -0.393], [-0.746, 0.404, 1.799], [-0.217, -1.553, 1.905], [-0.514, 0.621, -1.362], [-1.607, -0.663, -1.790], [-1.907, 0.481, -0.383], [0.280, -2.424, -1.449], [1.123, -2.288, 0.066], [-0.395, -3.069, 0.115], [2.425, 0.858, -0.389], [1.263, 1.813, -0.600], [1.880, 1.247, -1.090], [-0.127, 3.549, 0.835], [-0.016, 2.164, 1.346], [0.562, 2.898, 1.042]],
  "forces_ev_per_angstrom": [[-1.127, -0.574, -0.113], [0.309, -0.102, -0.253], [0.993, 1.203, -0.141], [0.174, -0.156, 1.426], [0.178, 0.284, -0.169], [0.641, 0.231, 0.199], [0.099, -0.318, -0.030], [-0.353, -0.298, 0.229], [-0.469, -0.384, -0.086], [-0.460, 0.267, -0.221], [0.140, 0.147, -0.251], [-0.155, -0.212, -0.644], [-0.154, 0.210, -0.294], [0.199, 0.184, 0.138], [0.067, -0.284, 0.268], [0.531, 0.152, -0.049], [0.585, -0.094, 0.079], [-1.199, -0.254, -0.087]]
}